{"formula": "C23H36I2N3S4SiV", "method": "ωB97M-V/def2-TZVPD", "total_charge": 1, "gap_ev": [7.290, 6.737], "de_lowest_kj_mol": 0.0, "spin_multiplicity": 4, "s2": 3.777, "fmax_ev_per_a": 0.3, "e_tot_ha": -4483.750924, "elements": ["V", "C", "C", "S", "C", "C", "S", "C", "C", "S", "C", "C", "S", "H", "H", "H", "H", "H", "H", "H", "H", "H", "H", "H", "H", "H", "H", "H", "H", "I", "C", "I", "H", "H", "C", "C", "N", "C", "C", "C", "C", "C", "C", "C", "C", "N", "C", "N", "H", "H", "H", "H", "H", "H", "H", "H", "H", "C", "Si", "C", "C", "H", "H", "H", "H", "H", "H", "H", "H", "H"], "positions_angstrom": [[0.5730, 0.3046, -0.2188], [1.2192, 3.4452, 0.8157], [2.5382, 2.7288, 1.0889], [2.7806, 1.4459, -0.1719], [3.8766, 0.2427, 0.6250], [3.3795, -0.3550, 1.9291], [1.6752, -1.0022, 1.8550], [1.2455, -0.6076, 3.5819], [-0.1949, -0.9106, 3.9544], [-1.4709, -0.1453, 2.9346], [-1.4228, 1.5918, 3.4364], [-0.2876, 2.4408, 2.8755], [-0.2393, 2.3933, 1.0577], [1.1712, 3.7893, -0.2173], [1.1219, 4.3194, 1.4600], [2.5300, 2.2694, 2.0771], [3.3707, 3.4307, 1.0388], [4.8523, 0.7030, 0.7846], [4.0022, -0.5267, -0.1389], [3.4067, 0.3901, 2.7244], [4.0454, -1.1664, 2.2231], [1.4841, 0.4403, 3.7523], [1.9077, -1.2047, 4.2116], [-0.3530, -0.6345, 4.9984], [-0.3901, -1.9792, 3.8688], [-1.4218, 1.6494, 4.5261], [-2.3793, 1.9920, 3.0963], [0.6753, 2.1439, 3.2850], [-0.4594, 3.4831, 3.1510], [-1.7323, -3.4500, 1.3603], [-3.0216, -2.0511, 0.4385], [-2.0275, -0.5998, -0.7839], [-3.5604, -1.5263, 1.2173], [-3.6836, -2.5994, -0.2227], [3.0047, -1.7457, -3.2486], [2.3013, -0.8465, -2.4770], [1.5233, -1.2264, -1.4487], [1.4063, -2.5336, -1.2055], [2.0568, -3.5154, -1.9455], [2.8935, -3.0996, -2.9700], [1.9102, -4.9509, -1.6221], [0.7882, -5.6680, -1.5755], [-0.5827, -5.2244, -1.8848], [-1.6638, -6.0122, -1.5080], [-2.9285, -5.5085, -1.7516], [-3.1245, -4.3387, -2.3561], [-2.0238, -3.6973, -2.7409], [-0.7694, -4.0666, -2.5259], [3.6245, -1.3885, -4.0587], [2.3476, 0.2160, -2.6747], [0.7647, -2.8157, -0.3804], [3.4370, -3.8285, -3.5583], [2.8399, -5.4707, -1.4120], [0.8726, -6.7094, -1.2860], [-1.5233, -6.9646, -1.0158], [-3.8157, -6.0550, -1.4520], [-2.1674, -2.7665, -3.2779], [-1.5547, 2.9247, -2.2190], [-0.1066, 1.7029, -2.3572], [-0.5519, 0.6345, -3.8709], [1.3149, 2.8090, -2.9999], [-1.6633, 3.4824, -3.1535], [-1.4188, 3.6508, -1.4136], [-2.5020, 2.4125, -2.0304], [-0.6614, 1.2730, -4.7525], [-1.5018, 0.1117, -3.7333], [0.2007, -0.1232, -4.1033], [1.0277, 3.2265, -3.9692], [2.2685, 2.2942, -3.1387], [1.5096, 3.6575, -2.3379]]}

{"formula": "C23H36N9O2Ru", "method": "ωB97M-V/def2-TZVPD", "total_charge": 2, "gap_ev": [7.584, 5.614], "de_lowest_kj_mol": 0.0, "spin_multiplicity": 2, "s2": 0.763, "fmax_ev_per_a": 0.5, "e_tot_ha": -1635.675295, "elements": ["Ru", "O", "C", "C", "C", "C", "C", "C", "C", "C", "N", "H", "H", "H", "H", "H", "H", "H", "H", "H", "H", "H", "C", "N", "C", "C", "C", "N", "C", "C", "O", "H", "H", "H", "H", "H", "H", "H", "H", "H", "H", "H", "H", "C", "N", "C", "C", "N", "N", "C", "C", "H", "H", "H", "H", "H", "H", "H", "H", "H", "H", "H", "H", "H", "N", "C", "C", "C", "N", "C", "N"], "positions_angstrom": [[-0.0397, -0.1841, 1.3334], [2.0670, -0.3867, 1.4811], [2.9778, 0.7476, 1.3750], [3.3353, 1.0185, -0.0689], [2.1121, 1.0152, -0.9949], [1.0312, 1.9682, -0.5806], [1.0029, 3.2382, -1.1450], [0.0094, 4.1399, -0.8176], [-0.9708, 3.7444, 0.0793], [-0.8932, 2.4829, 0.6214], [0.0940, 1.6124, 0.3268], [2.4469, -1.1511, 1.0266], [3.8543, 0.5267, 1.9825], [2.4368, 1.5731, 1.8334], [4.0438, 0.2692, -0.4301], [3.8554, 1.9780, -0.1124], [1.6990, 0.0126, -1.0756], [2.4333, 1.2931, -1.9976], [1.7685, 3.4998, -1.8625], [-0.0086, 5.1246, -1.2651], [-1.7900, 4.3934, 0.3531], [-1.6471, 2.1240, 1.3046], [-0.9573, -2.5224, 2.2201], [-2.2399, -2.3795, 1.5705], [-3.0141, -3.6294, 1.4444], [-3.9698, -3.5240, 0.2798], [-4.8009, -2.2673, 0.4227], [-3.9227, -1.1015, 0.6007], [-4.4328, 0.2199, 0.2333], [-2.7220, -1.1967, 1.1573], [-2.0420, -0.1031, 1.2995], [-0.2414, -3.0643, 1.6017], [-1.0822, -3.0742, 3.1564], [-0.5569, -1.5645, 2.6177], [-3.5488, -3.8102, 2.3814], [-2.3086, -4.4425, 1.2837], [-4.6151, -4.4001, 0.2541], [-3.4091, -3.5025, -0.6558], [-5.4919, -2.3362, 1.2669], [-5.3887, -2.0932, -0.4763], [-5.3296, 0.0791, -0.3623], [-3.6988, 0.7624, -0.3579], [-4.6886, 0.8034, 1.1180], [1.3809, -1.1941, 4.5848], [0.0816, -0.5874, 4.8556], [-0.7096, -1.2624, 5.8802], [-0.2874, 0.5926, 4.3154], [0.0534, 0.8993, 3.0529], [-1.0114, 1.4485, 5.0478], [-0.8227, 1.6036, 6.4926], [-1.8288, 2.4728, 4.4069], [1.9148, -1.3264, 5.5272], [1.9610, -0.5541, 3.9309], [1.2710, -2.1785, 4.1244], [-0.7393, -2.3269, 5.6439], [-1.7260, -0.8789, 5.8856], [-0.2734, -1.1537, 6.8740], [0.0466, 1.9035, 2.9166], [0.0744, 1.0826, 6.8133], [-1.6813, 1.2385, 7.0558], [-0.6921, 2.6638, 6.7060], [-1.2618, 3.3867, 4.2083], [-2.6494, 2.7243, 5.0757], [-2.2486, 2.0853, 3.4806], [-0.0803, -1.2899, -0.2994], [0.0399, -2.2054, -1.0247], [0.0760, -3.3023, -1.8205], [-0.5705, -4.4398, -1.2612], [-1.0667, -5.3610, -0.7800], [0.7378, -3.2847, -3.0782], [1.3045, -3.2576, -4.0779]]}

{"formula": "C23H37BF4N3O6PPbS2Se2", "method": "ωB97M-V/def2-TZVPD", "gap_ev": 7.649, "fmax_ev_per_a": 0.7, "e_tot_ha": -8072.390335, "elements": ["Pb", "N", "C", "C", "C", "C", "C", "N", "C", "C", "C", "C", "C", "N", "H", "H", "H", "H", "H", "H", "H", "H", "H", "O", "C", "C", "C", "O", "C", "Se", "C", "Se", "H", "H", "H", "H", "H", "H", "H", "H", "H", "H", "C", "C", "O", "P", "O", "C", "C", "O", "C", "C", "H", "H", "H", "H", "H", "H", "H", "H", "H", "H", "H", "H", "H", "H", "H", "C", "O", "C", "S", "S", "H", "H", "H", "F", "B", "F", "F", "F"], "positions_angstrom": [[0.2739, -0.5011, 0.0758], [3.8035, -0.2182, -1.5719], [3.5263, 1.0249, -0.9828], [4.3913, 2.0874, -1.2647], [4.1563, 3.3006, -0.6558], [3.0744, 3.4390, 0.2082], [2.2571, 2.3472, 0.3849], [2.4688, 1.1660, -0.2088], [3.4983, -1.5258, -1.1885], [4.3663, -2.5234, -1.6565], [4.1467, -3.8305, -1.3027], [3.0784, -4.1400, -0.4647], [2.2718, -3.1066, -0.0662], [2.4457, -1.8250, -0.4339], [4.6185, -0.1829, -2.1596], [5.2348, 1.9491, -1.9318], [4.8173, 4.1364, -0.8487], [2.8672, 4.3693, 0.7170], [1.3701, 2.4022, 1.0129], [5.2114, -2.2517, -2.2774], [4.8103, -4.6068, -1.6626], [2.8763, -5.1505, -0.1401], [1.4265, -3.2892, 0.5902], [-2.5125, -1.2501, 1.7015], [-3.1374, -2.5229, 1.6555], [-2.0523, -3.5997, 1.5525], [-2.7287, -4.9190, 1.9624], [-1.8957, -6.0591, 1.7937], [-0.9148, -3.3737, 2.5737], [-0.4068, -1.5030, 2.8900], [-1.5594, -3.7969, 0.0990], [-1.3675, -2.2979, -1.1794], [-3.0740, -0.5466, 2.0722], [-3.7880, -2.5948, 0.7778], [-3.7387, -2.6906, 2.5571], [-3.6658, -5.0238, 1.4028], [-2.9759, -4.8871, 3.0234], [-1.8600, -6.2831, 0.8591], [-0.0232, -3.9316, 2.2932], [-1.2298, -3.7338, 3.5499], [-2.3012, -4.4054, -0.4227], [-0.6234, -4.3523, 0.0967], [-4.0779, 1.3901, -3.6981], [-2.9672, 0.8898, -2.8105], [-1.8978, 1.8676, -2.8383], [-0.6887, 1.6824, -1.7842], [0.2689, 2.8726, -2.3113], [0.8160, 2.8537, -3.6406], [1.2975, 4.2454, -3.9627], [-1.1724, 2.2714, -0.4001], [-1.8201, 3.5412, -0.1278], [-3.3187, 3.3667, -0.0871], [-4.9191, 0.6952, -3.6683], [-3.7340, 1.4811, -4.7301], [-4.4227, 2.3701, -3.3638], [-2.5805, -0.0680, -3.1592], [-3.3127, 0.7555, -1.7833], [0.0533, 2.5276, -4.3487], [1.6463, 2.1417, -3.6685], [0.4674, 4.9515, -3.9375], [1.7473, 4.2648, -4.9569], [2.0455, 4.5641, -3.2343], [-1.5024, 4.2670, -0.8771], [-1.4480, 3.8447, 0.8481], [-3.7155, 3.1378, -1.0785], [-3.7802, 4.2900, 0.2683], [-3.5831, 2.5663, 0.6052], [1.3572, 0.8956, 4.2830], [2.3085, 0.5222, 3.2523], [2.6780, -0.7200, 2.9856], [4.0674, -1.0115, 2.1681], [1.7122, -2.0944, 3.5391], [1.8942, 1.5416, 4.9728], [0.9692, 0.0354, 4.8153], [0.5419, 1.4351, 3.8087], [-2.2189, 0.8377, 4.3456], [-2.4175, 1.4876, 3.1265], [-1.3572, 1.1501, 2.2284], [-3.6125, 0.9785, 2.5138], [-2.4598, 2.8724, 3.2752]]}